one) Formula: C3H12N2O
Source: the Open Molecules 2025 dataset
Level of theory: the ωB97M-V functional and the def2-TZVPD basis

Summary:
2S+1: 1
HOMO-LUMO gap in eV: 10.14
SMILES string: C=C.NCO.N
LUMO in eV: 0.73

Geometry (Å):
C: 4.602 1.408 -4.872
C: 5.318 2.495 -4.460
N: 1.206 -0.421 4.631
H: 4.617 0.445 -4.317
H: -4.990 -1.992 1.657
H: 4.073 1.341 -5.750
H: 5.964 2.278 -3.537
H: 4.929 3.490 -4.864
H: 0.872 0.399 5.287
H: 0.982 0.079 3.801
H: 0.441 -1.126 4.705
N: -2.186 -1.008 0.881
C: -3.642 -1.070 0.628
O: -4.507 -1.056 1.852
H: -1.680 -0.549 0.090
H: -2.022 -0.550 1.780
H: -3.910 -1.990 0.071
H: -4.026 -0.384 -0.099


two) Formula: C3H12N2O
Source: the Open Molecules 2025 dataset
Level of theory: the ωB97M-V functional and the def2-TZVPD basis

Summary:
2S+1: 1
HOMO-LUMO gap in eV: 10.42
SMILES string: CCO.NCN
LUMO in eV: 0.85

Geometry (Å):
C: 2.471 1.525 2.301
O: 2.631 1.852 3.713
C: 2.542 2.766 1.345
H: 1.490 1.124 2.136
H: 3.175 0.747 2.060
H: 2.896 2.774 3.813
H: 3.520 2.799 0.902
H: 2.268 3.719 1.813
H: 1.901 2.570 0.576
N: -3.254 -3.083 -2.795
C: -2.841 -1.753 -2.456
N: -1.514 -1.923 -1.572
H: -3.682 -3.387 -1.901
H: -2.496 -3.795 -2.838
H: -3.550 -1.113 -1.910
H: -2.514 -1.087 -3.302
H: -1.691 -2.652 -0.921
H: -1.353 -1.084 -0.964


If we sort the structures by their calculated energies, the order from most to least stable is two), one).


one) Formula: C3H12N2O
Source: the Open Molecules 2025 dataset
Level of theory: the ωB97M-V functional and the def2-TZVPD basis

Summary:
2S+1: 1
HOMO-LUMO gap in eV: 9.59
SMILES string: CNCCN.O
LUMO in eV: 0.97

Geometry (Å):
N: -0.160 1.858 -1.060
C: -1.273 1.476 -0.134
C: -0.968 0.003 0.259
N: 0.314 -0.397 0.628
C: 0.399 -1.667 1.197
H: 0.700 2.122 -0.629
H: -0.272 2.276 -1.919
H: -1.132 1.968 0.757
H: -2.266 1.528 -0.688
H: -1.572 -0.242 1.184
H: -1.251 -0.643 -0.626
H: 0.930 0.290 1.052
H: -0.259 -1.655 2.153
H: 0.194 -2.433 0.492
H: 1.390 -1.846 1.650
H: 1.641 -0.528 -0.688
H: 1.586 -1.451 -1.979
O: 1.999 -0.660 -1.649


two) Formula: C3H12N2O
Source: the Open Molecules 2025 dataset
Level of theory: the ωB97M-V functional and the def2-TZVPD basis

Summary:
2S+1: 1
HOMO-LUMO gap in eV: 9.95
SMILES string: C[C@H](N)CN.O
LUMO in eV: 0.76

Geometry (Å):
N: -0.134 -0.866 0.650
C: 0.894 0.020 0.076
C: 0.464 0.713 -1.229
C: 1.393 1.006 1.126
N: 1.728 0.319 2.363
H: -0.958 -0.302 0.809
H: -0.442 -1.453 -0.122
H: 1.730 -0.629 -0.205
H: 1.316 1.197 -1.704
H: 0.062 -0.019 -1.924
H: -0.311 1.436 -0.959
H: 0.690 1.847 1.217
H: 2.297 1.506 0.760
H: 0.926 0.269 2.982
H: 2.408 0.825 2.929
H: -3.893 -2.128 -1.518
H: -4.038 -2.153 -3.008
O: -4.131 -1.587 -2.242


three) Formula: C3H12N2O
Source: the Open Molecules 2025 dataset
Level of theory: the ωB97M-V functional and the def2-TZVPD basis

Summary:
2S+1: 1
HOMO-LUMO gap in eV: 9.56
SMILES string: CCO.NCN
LUMO in eV: 0.78

Geometry (Å):
C: -0.971 -3.554 -0.045
O: -0.733 -4.124 1.228
C: -2.045 -4.351 -0.796
H: -0.035 -3.533 -0.618
H: -1.281 -2.504 -0.010
H: -0.609 -3.469 1.925
H: -3.003 -3.865 -0.639
H: -1.964 -5.418 -0.655
H: -1.818 -4.226 -1.858
N: 2.627 4.238 -0.193
C: 1.335 3.623 -0.278
N: 0.435 3.832 0.822
H: 2.553 5.238 -0.111
H: 3.205 3.811 0.517
H: 1.451 2.574 -0.505
H: 0.777 3.933 -1.159
H: -0.265 4.537 0.736
H: 0.342 3.260 1.639


If we sort the structures by their calculated energies, the order from most to least stable is two), three), one).


one) Formula: C3H12N2O
Source: the Open Molecules 2025 dataset
Level of theory: the ωB97M-V functional and the def2-TZVPD basis

Summary:
2S+1: 1
HOMO-LUMO gap in eV: 10.51
SMILES string: NCCCN.O
LUMO in eV: 0.87

Geometry (Å):
C: 0.501 0.711 1.633
C: 0.236 0.012 0.304
C: -0.812 0.793 -0.497
N: -0.916 0.257 -1.868
N: 1.339 -0.100 2.526
H: -0.395 1.108 2.117
H: 1.025 1.635 1.355
H: -0.142 -1.003 0.450
H: 1.152 0.052 -0.288
H: -1.753 0.693 0.040
H: -0.579 1.852 -0.539
H: -0.206 0.766 -2.417
H: -1.741 0.659 -2.300
H: 1.084 0.074 3.497
H: 2.285 0.275 2.560
H: -0.421 -1.822 -2.341
H: -0.411 -3.202 -1.691
O: -0.244 -2.759 -2.538


two) Formula: C3H12N2O
Source: the Open Molecules 2025 dataset
Level of theory: the ωB97M-V functional and the def2-TZVPD basis

Summary:
2S+1: 1
HOMO-LUMO gap in eV: 9.72
SMILES string: CCO.NCN
LUMO in eV: 0.81

Geometry (Å):
C: -0.675 1.448 -0.993
O: -1.165 2.621 -1.736
C: -1.457 0.305 -1.563
H: 0.405 1.394 -1.081
H: -0.899 1.699 0.050
H: -1.204 3.409 -1.170
H: -2.353 0.613 -2.087
H: -0.796 -0.289 -2.196
H: -1.800 -0.306 -0.716
N: 0.476 -0.865 2.274
C: 1.364 -0.830 1.076
N: 1.632 -2.050 0.400
H: -0.339 -1.453 2.352
H: 0.348 0.119 2.465
H: 0.987 -0.051 0.395
H: 2.313 -0.477 1.476
H: 2.343 -2.643 0.798
H: 0.820 -2.644 0.256


If we sort the structures by their calculated energies, the order from most to least stable is one), two).


one) Formula: C3H8FN
Source: the Open Molecules 2025 dataset
Level of theory: the ωB97M-V functional and the def2-TZVPD basis

Summary:
2S+1: 1
HOMO-LUMO gap in eV: 10.15
SMILES string: CN(C)CF
LUMO in eV: 1.09

Geometry (Å):
C: 0.831 -1.317 -0.112
C: 0.418 1.303 -0.465
C: -1.120 -0.004 0.739
N: 0.245 0.120 0.398
F: -1.872 -0.387 -0.336
H: 0.803 -2.170 0.581
H: 0.295 -1.427 -1.064
H: 1.906 -1.219 -0.400
H: -0.192 1.942 0.092
H: 1.443 1.810 -0.501
H: 0.229 0.998 -1.480
H: -1.417 -0.648 1.551
H: -1.568 0.998 0.996


two) Formula: C3H8FN
Source: the Open Molecules 2025 dataset
Level of theory: the ωB97M-V functional and the def2-TZVPD basis

Summary:
2S+1: 1
HOMO-LUMO gap in eV: 9.89
LUMO in eV: 1.15

Geometry (Å):
C: 1.207 -0.829 0.276
C: 0.265 0.236 0.547
C: -1.105 0.051 -0.976
N: -2.256 -0.508 -0.472
F: -0.503 -0.696 -1.906
H: 1.310 -0.951 -0.990
H: 2.155 -0.801 0.721
H: 0.815 -1.802 0.648
H: -0.289 -0.004 1.467
H: 0.736 1.141 0.596
H: -1.200 1.024 -1.381
H: -3.133 -0.231 -0.876
H: -2.408 -1.589 -0.522


If we sort the structures by their calculated energies, the order from most to least stable is one), two).


one) Formula: C2H7NO3
Source: the Open Molecules 2025 dataset
Level of theory: the ωB97M-V functional and the def2-TZVPD basis

Summary:
2S+1: 1
HOMO-LUMO gap (alpha / beta) in eV: 8.34 / 8.34
LUMO (alpha / beta) in eV: -0.32 / -0.32

Geometry (Å):
C: -1.187 0.436 0.552
C: 0.964 0.651 -1.087
N: 0.635 -1.049 1.245
O: 0.216 0.311 1.103
O: -1.207 0.012 -0.694
O: 1.055 -0.462 -1.751
H: 0.164 -0.653 -2.106
H: 0.254 -1.357 2.138
H: 0.154 -1.569 0.508
H: -1.358 1.518 0.708
H: -1.822 -0.139 1.254
H: 1.817 0.854 -0.457
H: 0.315 1.447 -1.413


two) Formula: C2H7NO3
Source: the Open Molecules 2025 dataset
Level of theory: the ωB97M-V functional and the def2-TZVPD basis

Summary:
2S+1: 1
HOMO-LUMO gap in eV: 11.04
SMILES string: O=CNCO.O
LUMO in eV: 0.80

Geometry (Å):
O: -1.401 1.014 -1.004
C: -1.733 0.031 -1.619
N: -1.670 -1.212 -0.989
C: -1.349 -1.163 0.428
O: -2.376 -1.047 1.344
H: -2.184 0.018 -2.614
H: -1.950 -2.083 -1.389
H: -0.635 -0.346 0.569
H: -0.607 -1.945 0.636
H: -2.941 -0.326 1.087
H: 4.950 2.472 1.484
H: 6.272 2.020 1.271
O: 5.625 2.568 0.795


three) Formula: C2H7NO3
Source: the Open Molecules 2025 dataset
Level of theory: the ωB97M-V functional and the def2-TZVPD basis

Summary:
2S+1: 1
HOMO-LUMO gap in eV: 10.53
SMILES string: CNC(=O)O.O
LUMO in eV: 0.20

Geometry (Å):
C: 0.246 2.345 -1.098
N: 1.098 1.972 -0.010
C: 0.887 0.750 0.582
O: 0.328 -0.109 -0.262
O: 1.175 0.479 1.729
H: -0.767 2.622 -0.720
H: 0.316 1.451 -1.804
H: 0.736 3.151 -1.739
H: 0.901 2.730 0.513
H: -0.066 -0.772 0.382
H: -1.748 -4.079 0.904
H: -1.143 -5.506 0.796
O: -1.964 -5.033 0.727


four) Formula: C2H7NO3
Source: the Open Molecules 2025 dataset
Level of theory: the ωB97M-V functional and the def2-TZVPD basis

Summary:
2S+1: 1
HOMO-LUMO gap in eV: 10.59
SMILES string: CNC(=O)O.O
LUMO in eV: 0.71

Geometry (Å):
C: -0.314 -0.485 -2.026
N: -1.633 -1.062 -1.844
C: -2.091 -1.496 -0.636
O: -1.131 -1.764 0.278
O: -3.267 -1.708 -0.440
H: -0.361 0.498 -2.496
H: 0.229 -0.312 -1.089
H: 0.438 -1.156 -2.463
H: -2.378 -0.712 -2.420
H: -1.134 -2.698 0.462
H: 4.693 3.633 4.258
H: 3.134 3.844 4.452
O: 3.816 3.420 3.964


If we sort the structures by their calculated energies, the order from most to least stable is four), three), two), one).


one) Formula: C2H7NO3
Source: the Open Molecules 2025 dataset
Level of theory: the ωB97M-V functional and the def2-TZVPD basis

Summary:
2S+1: 1
HOMO-LUMO gap in eV: 10.63
SMILES string: CNC(=O)O.O
LUMO in eV: 0.54

Geometry (Å):
C: 2.067 0.908 -0.680
N: 1.086 0.645 0.370
C: -0.185 0.209 -0.020
O: -0.193 -0.999 -0.650
O: -1.189 0.824 0.195
H: 2.314 -0.013 -1.186
H: 2.950 1.360 -0.244
H: 1.691 1.600 -1.442
H: 0.969 1.360 1.076
H: 0.358 -1.590 -0.111
H: -3.930 -1.649 1.315
H: -2.585 -1.068 0.832
O: -3.353 -1.590 0.547


two) Formula: C2H7NO3
Source: the Open Molecules 2025 dataset
Level of theory: the ωB97M-V functional and the def2-TZVPD basis

Summary:
2S+1: 1
HOMO-LUMO gap in eV: 10.71
SMILES string: O=CO.NCO
LUMO in eV: 0.78

Geometry (Å):
N: 1.587 1.862 -0.819
C: 1.439 0.919 0.208
O: 0.153 0.168 -0.011
H: 2.109 1.597 -1.628
H: 1.344 2.805 -0.720
H: 1.364 1.286 1.199
H: 2.173 0.055 0.073
H: 0.057 -0.101 -0.947
O: -2.143 -2.288 -0.781
C: -2.236 -2.044 0.405
O: -2.372 -0.803 0.977
H: -2.036 -2.918 1.213
H: -1.438 -0.537 0.831


three) Formula: C2H7NO3
Source: the Open Molecules 2025 dataset
Level of theory: the ωB97M-V functional and the def2-TZVPD basis

Summary:
2S+1: 1
HOMO-LUMO gap in eV: 11.01
SMILES string: CNC(=O)O.O
LUMO in eV: 0.69

Geometry (Å):
C: -2.109 -0.192 1.423
N: -1.168 -1.004 0.661
C: -0.150 -0.428 -0.069
O: -0.393 0.854 -0.397
O: 0.837 -1.036 -0.412
H: -2.632 -0.876 2.086
H: -1.659 0.624 1.955
H: -2.852 0.179 0.732
H: -0.737 -1.787 1.103
H: 0.063 1.029 -1.232
H: 2.051 0.674 -0.886
H: 3.360 1.350 -0.759
O: 2.495 1.492 -1.165


If we sort the structures by their calculated energies, the order from most to least stable is three), one), two).